1.
{
  "formula": "C30H68N8O20S3",
  "method": "wB97M-V/def2-TZVPD",
  "elements": ["O", "S", "O", "O", "C", "C", "O", "H", "H", "H", "H", "O", "S", "O", "O", "C", "C", "O", "H", "H", "H", "H", "O", "S", "O", "O", "C", "C", "O", "H", "H", "H", "H", "C", "N", "C", "C", "O", "H", "H", "H", "H", "H", "H", "H", "C", "N", "C", "C", "O", "H", "H", "H", "H", "H", "H", "H", "C", "N", "C", "C", "O", "H", "H", "H", "H", "H", "H", "H", "C", "N", "C", "C", "O", "H", "H", "H", "H", "H", "H", "H", "C", "N", "C", "C", "O", "H", "H", "H", "H", "H", "H", "H", "C", "N", "C", "C", "O", "H", "H", "H", "H", "H", "H", "H", "C", "N", "C", "C", "O", "H", "H", "H", "H", "H", "H", "H", "C", "N", "C", "C", "O", "H", "H", "H", "H", "H", "H", "H"],
  "coordinates": [[-1.578, 1.757, 0.384], [-0.649, 1.169, -0.617], [-0.543, 1.818, -1.967], [0.880, 1.018, 0.079], [1.472, -0.224, -0.169], [0.512, -1.011, -1.131], [-0.752, -0.461, -0.738], [2.490, -0.099, -0.537], [1.496, -0.585, 0.859], [0.691, -2.076, -0.983], [0.857, -0.695, -2.116], [-0.721, -2.610, -5.365], [-0.399, -1.269, -4.821], [-1.179, -0.778, -3.720], [1.249, -1.200, -4.693], [1.848, -0.903, -5.914], [0.716, -0.342, -6.872], [-0.393, -0.199, -6.118], [2.667, -0.185, -5.900], [2.275, -1.842, -6.266], [0.479, -1.094, -7.624], [0.988, 0.637, -7.266], [2.857, -3.046, -1.898], [3.774, -2.280, -2.768], [3.653, -0.835, -2.831], [5.341, -2.683, -2.511], [5.878, -3.471, -3.603], [5.124, -3.043, -4.859], [3.886, -2.923, -4.314], [6.938, -3.280, -3.771], [5.623, -4.500, -3.348], [5.107, -3.870, -5.570], [5.327, -2.026, -5.194], [2.894, -0.190, 6.700], [1.464, 0.259, 6.471], [0.992, 0.867, 5.353], [1.904, 0.933, 4.075], [-0.219, 1.239, 5.319], [3.288, -0.002, 7.698], [3.545, 0.216, 5.925], [2.886, -1.261, 6.501], [0.739, 0.142, 7.164], [2.551, 1.789, 4.268], [1.260, 0.902, 3.197], [2.380, -0.048, 4.052], [-6.249, 4.487, -5.006], [-4.797, 4.242, -5.001], [-4.212, 3.530, -4.080], [-2.706, 3.345, -4.346], [-4.854, 3.039, -3.166], [-6.307, 5.565, -5.152], [-6.762, 4.239, -4.077], [-6.759, 4.003, -5.839], [-4.249, 4.575, -5.781], [-2.138, 3.620, -3.458], [-2.411, 3.973, -5.187], [-2.443, 2.294, -4.467], [-0.630, 3.744, 2.736], [-0.921, 3.660, 4.148], [-1.731, 4.488, 4.820], [-1.807, 4.224, 6.322], [-2.267, 5.437, 4.322], [-1.332, 4.239, 2.066], [-0.313, 2.825, 2.243], [0.266, 4.350, 2.602], [-0.726, 2.739, 4.514], [-2.752, 3.734, 6.556], [-1.673, 5.112, 6.939], [-1.039, 3.522, 6.647], [-4.821, -4.863, -0.639], [-3.491, -4.576, -1.242], [-2.312, -4.410, -0.581], [-1.068, -4.110, -1.422], [-2.131, -4.674, 0.616], [-5.543, -4.076, -0.857], [-4.634, -4.867, 0.435], [-5.178, -5.863, -0.887], [-3.484, -4.609, -2.252], [-0.218, -3.876, -0.780], [-1.222, -3.198, -1.999], [-0.742, -4.981, -1.990], [4.081, -2.558, 0.995], [3.873, -2.750, 2.430], [4.752, -3.339, 3.236], [4.435, -3.413, 4.665], [5.780, -3.815, 2.764], [4.778, -1.745, 0.796], [3.094, -2.195, 0.708], [4.305, -3.475, 0.450], [3.048, -2.347, 2.850], [3.904, -2.488, 4.891], [5.343, -3.376, 5.268], [3.804, -4.268, 4.903], [0.439, 5.036, -1.148], [1.361, 4.118, -0.465], [2.227, 4.515, 0.450], [3.000, 3.411, 1.021], [2.320, 5.679, 0.839], [0.775, 5.482, -2.084], [0.291, 5.968, -0.602], [-0.569, 4.626, -1.082], [1.197, 3.122, -0.509], [2.810, 2.571, 0.352], [2.683, 3.277, 2.055], [4.047, 3.711, 1.073], [1.188, -4.793, 2.328], [0.113, -3.805, 1.998], [0.109, -2.609, 2.528], [-1.088, -1.743, 2.191], [1.060, -2.046, 3.073], [1.877, -4.489, 3.117], [1.872, -4.702, 1.484], [0.819, -5.787, 2.580], [-0.671, -4.168, 1.475], [-0.853, -0.706, 2.432], [-2.023, -1.924, 2.720], [-1.342, -1.782, 1.132], [-4.245, -0.273, -0.439], [-4.541, 1.142, -0.563], [-5.228, 1.814, 0.332], [-5.457, 3.300, 0.046], [-5.800, 1.321, 1.313], [-4.605, -0.798, -1.324], [-4.781, -0.674, 0.421], [-3.159, -0.368, -0.471], [-4.192, 1.634, -1.373], [-6.127, 3.844, 0.711], [-6.052, 3.306, -0.867], [-4.593, 3.963, -0.018]],
  "lowdin_charge": [-0.23, 0.77, -0.27, -0.25, -0.18, -0.15, -0.24, 0.12, 0.11, 0.10, 0.10, -0.26, 0.76, -0.21, -0.22, -0.18, -0.21, -0.19, 0.13, 0.12, 0.13, 0.14, -0.24, 0.74, -0.23, -0.20, -0.14, -0.20, -0.24, 0.14, 0.14, 0.15, 0.14, -0.04, 0.03, -0.45, 0.01, -0.03, 0.08, 0.07, 0.06, 0.14, 0.09, 0.07, 0.05, -0.04, 0.01, -0.56, 0.02, 0.03, 0.08, 0.09, 0.08, 0.13, 0.07, 0.07, 0.08, -0.07, 0.03, -0.58, 0.00, 0.05, 0.09, 0.05, 0.07, 0.06, 0.08, 0.08, 0.06, -0.04, 0.02, -0.48, 0.02, 0.01, 0.08, 0.08, 0.08, 0.14, 0.05, 0.07, 0.10, -0.05, 0.01, -0.60, 0.00, 0.03, 0.10, 0.05, 0.08, 0.08, 0.06, 0.09, 0.09, -0.05, 0.03, -0.61, 0.01, 0.03, 0.08, 0.08, 0.08, 0.08, 0.07, 0.08, 0.10, -0.02, 0.06, -0.55, 0.02, -0.01, 0.06, 0.07, 0.09, 0.07, 0.08, 0.10, 0.06, -0.04, 0.02, -0.56, -0.01, 0.01, 0.08, 0.09, 0.05, 0.11, 0.08, 0.06, 0.08],
  "smiles": "O=S1(=O)OCCO1.O=S1(=O)OCCO1.O=S1(=O)OCCO1.CNC(C)=O.CNC(C)=O.CNC(C)=O.CNC(C)=O.CNC(C)=O.CNC(C)=O.CNC(C)=O.CNC(C)=O",
  "relative_energy_kcal_mol": 84.0,
  "multiplicity": 1,
  "orbital_gap_ev": 7.91,
  "energy_ha": -4321.222254
}


2.
{
  "formula": "C30H70CrF6N5O17S2V2",
  "method": "wB97M-V/def2-TZVPD",
  "elements": ["Cr", "V", "O", "V", "O", "C", "F", "F", "F", "S", "O", "O", "N", "S", "O", "O", "C", "F", "F", "F", "O", "C", "C", "O", "H", "H", "H", "H", "C", "O", "C", "C", "N", "C", "C", "O", "C", "H", "H", "H", "H", "H", "H", "H", "H", "H", "H", "H", "H", "H", "H", "H", "C", "O", "C", "C", "N", "C", "C", "O", "C", "H", "H", "H", "H", "H", "H", "H", "H", "H", "H", "H", "H", "H", "H", "H", "C", "O", "C", "C", "N", "C", "C", "O", "C", "H", "H", "H", "H", "H", "H", "H", "H", "H", "H", "H", "H", "H", "H", "H", "C", "O", "C", "C", "N", "C", "C", "O", "C", "H", "H", "H", "H", "H", "H", "H", "H", "H", "H", "H", "H", "H", "H", "H", "C", "C", "O", "H", "H", "H", "H", "H", "H"],
  "coordinates": [[-3.534, 1.874, -0.002], [-1.735, -0.661, 2.917], [2.292, -3.321, 0.192], [1.323, -3.375, 1.468], [0.328, -4.568, 1.291], [-1.258, 3.642, -3.360], [-0.720, 2.563, -2.777], [-0.658, 4.786, -3.015], [-1.182, 3.424, -4.650], [-3.065, 3.783, -2.741], [-3.171, 4.790, -1.675], [-3.826, 4.134, -3.935], [-3.432, 2.249, -1.983], [-3.649, 1.281, -3.245], [-2.893, 1.554, -4.440], [-3.512, -0.132, -2.829], [-5.524, 1.465, -3.678], [-5.792, 2.387, -4.593], [-5.901, 0.227, -4.102], [-6.115, 1.771, -2.513], [-2.169, 0.539, 0.933], [-1.246, -0.050, -0.018], [0.114, -0.607, 0.601], [0.007, -1.496, 1.700], [-1.103, 0.585, -0.892], [-1.797, -0.908, -0.401], [0.858, 0.176, 0.752], [0.588, -1.204, -0.178], [5.688, -0.607, -1.246], [5.451, 0.050, -0.003], [4.136, -0.128, 0.553], [4.107, 0.532, 1.972], [4.600, 1.901, 1.803], [4.842, 2.523, 3.111], [5.616, 3.829, 2.974], [6.946, 3.600, 2.541], [7.816, 4.724, 2.644], [5.894, -1.672, -1.147], [6.574, -0.197, -1.729], [4.797, -0.616, -1.874], [4.034, -1.212, 0.596], [3.443, 0.227, -0.210], [4.667, -0.100, 2.661], [3.106, 0.540, 2.403], [5.468, 1.995, 1.296], [5.368, 1.822, 3.758], [3.931, 2.831, 3.624], [5.633, 4.400, 3.903], [5.196, 4.579, 2.303], [8.010, 5.023, 3.674], [7.475, 5.586, 2.071], [8.813, 4.493, 2.269], [-0.078, 2.056, 3.585], [-0.633, 0.821, 4.122], [0.014, 0.372, 5.317], [-0.726, -0.848, 5.846], [-0.887, -1.796, 4.745], [-1.879, -2.790, 5.047], [-2.141, -3.649, 3.810], [-2.747, -2.801, 2.826], [-2.959, -3.623, 1.677], [0.202, 2.812, 4.319], [-0.741, 2.432, 2.806], [0.777, 1.889, 2.929], [0.007, 1.114, 6.115], [1.065, 0.206, 5.081], [-1.690, -0.506, 6.221], [-0.183, -1.237, 6.707], [-0.054, -2.344, 4.583], [-2.805, -2.338, 5.401], [-1.472, -3.356, 5.885], [-2.761, -4.514, 4.045], [-1.161, -3.957, 3.444], [-3.796, -4.293, 1.874], [-2.036, -4.158, 1.454], [-3.232, -3.028, 0.806], [3.718, -6.032, -2.260], [3.727, -4.959, -3.153], [4.745, -3.975, -2.851], [4.623, -2.814, -3.886], [3.306, -2.148, -3.754], [2.942, -1.225, -4.856], [1.766, -0.380, -4.510], [0.531, -1.101, -4.652], [-0.633, -0.286, -4.682], [4.512, -6.739, -2.495], [2.786, -6.594, -2.323], [3.771, -5.596, -1.262], [5.716, -4.438, -3.024], [4.702, -3.641, -1.814], [4.843, -3.182, -4.888], [5.407, -2.067, -3.762], [2.505, -2.753, -3.651], [2.666, -1.856, -5.700], [3.756, -0.641, -5.286], [1.702, 0.529, -5.108], [1.973, -0.047, -3.493], [-0.516, 0.577, -5.337], [-0.933, 0.021, -3.681], [-1.400, -0.919, -5.130], [-0.991, 3.911, 0.533], [-2.346, 3.496, 0.893], [-3.212, 4.586, 1.354], [-4.437, 3.916, 1.884], [-5.095, 3.150, 0.818], [-6.157, 2.219, 1.353], [-6.528, 1.101, 0.380], [-5.249, 0.573, 0.058], [-5.385, -0.749, -0.487], [-0.444, 4.162, 1.441], [-1.009, 4.806, -0.089], [-0.391, 3.217, -0.055], [-3.409, 5.329, 0.581], [-2.638, 5.104, 2.122], [-5.103, 4.652, 2.335], [-4.099, 3.186, 2.620], [-5.600, 3.883, 0.341], [-7.033, 2.862, 1.451], [-6.053, 1.698, 2.305], [-7.000, 1.580, -0.478], [-7.295, 0.429, 0.765], [-5.834, -1.431, 0.235], [-4.352, -1.032, -0.691], [-5.871, -0.775, -1.463], [-0.934, -3.096, -2.296], [-0.143, -4.292, -2.721], [-1.036, -5.331, -2.969], [-1.547, -2.632, -3.070], [-0.225, -2.313, -2.026], [-1.418, -3.276, -1.336], [0.591, -4.518, -1.947], [0.431, -4.030, -3.609], [-1.324, -5.615, -2.098]],
  "mulliken_spin": [2.97, 2.92, 0.04, 1.05, -0.01, 0.00, 0.00, 0.00, 0.00, 0.01, 0.01, 0.00, -0.02, 0.04, -0.01, 0.00, 0.00, 0.00, 0.00, 0.00, 0.05, 0.04, 0.01, -0.08, 0.01, -0.01, -0.03, 0.02, 0.00, 0.00, -0.01, 0.00, 0.00, 0.00, 0.00, 0.00, 0.00, 0.00, 0.00, 0.00, 0.01, 0.00, 0.00, 0.00, 0.00, 0.00, 0.00, 0.00, 0.00, 0.00, 0.00, 0.00, 0.02, 0.02, 0.00, 0.01, -0.03, -0.01, -0.01, 0.01, 0.02, 0.00, 0.00, -0.01, 0.00, 0.00, 0.00, 0.00, 0.02, 0.00, 0.00, 0.00, 0.02, 0.00, 0.00, -0.01, 0.00, 0.00, 0.00, 0.00, 0.00, 0.00, 0.00, 0.00, 0.00, 0.00, 0.00, 0.00, 0.00, 0.00, 0.00, 0.00, 0.00, 0.00, 0.00, 0.00, 0.00, 0.00, 0.00, 0.00, 0.02, -0.07, 0.00, 0.00, 0.04, -0.01, 0.01, -0.05, 0.01, 0.00, 0.00, -0.01, -0.01, 0.00, 0.00, 0.00, 0.01, 0.00, -0.01, -0.01, 0.00, 0.00, 0.00, 0.00, 0.01, 0.00, 0.00, 0.00, 0.00, -0.01, 0.00, 0.00, 0.00],
  "s2": 15.806,
  "total_charge": 2,
  "multiplicity": 8,
  "orbital_gap_ev": [2.15, 3.80],
  "energy_ha": -7065.134912
}